No. 1
Below is an isolated molecule of C4H5I in a non-equilibrium geometry, with properties calculated with ωB97M-V/def2-TZVPD.

structure (SMILES)	C=C/C=C\I
molar mass	179.99	g mol⁻¹
E_tot	-12326.868	eV
HOMO level	-8.89	eV
maximum force	0.0955	Eh/bohr
orbital gap	0.346	hartree
energy relative to the best compared isomer or geometry (same formula, charge and spin)	27.7	kcal/mol

Each line ends with the Mulliken charge.
Positions of all 10 atoms, in Å:
C  -1.80521  -0.22251  1.04345  -0.6553
C  -0.69201  0.12248  0.38408  0.0840
C  0.51016  -0.41000  -0.58218  -0.2671
C  1.71610  0.07594  -1.00992  -0.5611
I  2.87653  1.44600  -0.06647  0.0910
H  -2.40346  0.56748  1.56147  0.2080
H  -2.13060  -1.18087  1.24827  0.3155
H  -0.47983  1.29847  0.44866  0.1042
H  0.26042  -1.18495  -1.24918  0.2750
H  2.14789  -0.51204  -1.77818  0.4058

No. 2
Below is an isolated molecule of C7H7NO3 in a non-equilibrium geometry, with properties calculated with ωB97M-V/def2-TZVPD.

structure (SMILES)	NC(=O)c1ccc(O)c(O)c1
molar mass	153.14	g mol⁻¹
E_tot	-15004.096	eV
HOMO level	-8.37	eV
maximum force	0.1016	Eh/bohr
orbital gap	0.318	hartree
energy relative to the best compared isomer or geometry (same formula, charge and spin)	34.6	kcal/mol

Each line ends with the Mulliken charge.
Positions of all 18 atoms, in Å:
N  0.91805  0.66503  2.92171  -0.3822
C  -0.21063  0.98405  2.26218  0.2328
O  -1.23594  1.48140  2.84522  -0.6605
C  -0.18700  0.45649  0.79405  0.5825
C  -1.11005  1.01643  -0.15964  -0.9607
C  -0.96547  0.62068  -1.49329  -0.1988
C  -0.08257  -0.32994  -2.01825  -0.3520
O  -0.11311  -0.76761  -3.28738  -0.5443
C  0.59331  -1.01071  -0.94780  1.2508
O  1.28760  -1.99766  -1.44644  -0.5812
C  0.54977  -0.64582  0.43361  -0.6160
H  1.67662  0.47010  2.36445  0.2435
H  0.90850  0.97585  3.90788  0.2568
H  -1.79035  1.81962  0.19555  0.3815
H  -1.60482  1.09174  -2.23184  0.3650
H  0.63701  -1.37550  -3.11018  0.3900
H  1.78428  -2.56566  -0.94721  0.3178
H  0.92988  -1.34756  1.25291  0.2748

No. 3
Below is an isolated molecule of C27H34N4O6 in a non-equilibrium geometry, with properties calculated with ωB97M-V/def2-TZVPD.

structure (SMILES)	CCC(C)(C)NC(=O)[C@@H](c1ccc(OC)cc1)N(Cc1ccco1)C(=O)CCC(=O)Nc1cc(C)on1
molar mass	510.59	g mol⁻¹
E_tot	-46796.479	eV
HOMO level	-8.43	eV
maximum force	0.0240	Eh/bohr
orbital gap	0.330	hartree
energy relative to the best compared isomer or geometry (same formula, charge and spin)	65.5	kcal/mol

Each line ends with the Mulliken charge.
Positions of all 71 atoms, in Å:
C  -1.68810  -3.73020  1.88879  -1.3651
C  -1.41302  -3.76904  0.38948  -0.1428
C  0.07866  -3.70942  0.01519  1.4136
C  0.21572  -3.53844  -1.49971  -1.8092
C  0.81954  -4.97285  0.45539  -1.9800
N  0.73772  -2.58480  0.68485  0.1239
C  0.50026  -1.28483  0.47508  -0.8629
O  -0.27063  -0.82442  -0.33990  -0.6159
C  1.42478  -0.36320  1.31564  0.6158
C  2.67203  -0.11600  0.51611  -0.9453
C  2.60454  0.31866  -0.80745  0.4611
C  3.75345  0.51751  -1.53811  -0.9001
C  5.00875  0.28010  -0.97155  0.8518
O  6.07781  0.51049  -1.77829  -0.4449
C  7.37034  0.29194  -1.26692  -0.8637
C  5.08156  -0.16551  0.34339  -0.6644
C  3.91942  -0.35936  1.07157  -0.9096
N  0.67816  0.84096  1.68455  0.2700
C  1.15686  2.16538  1.36265  -1.4168
C  0.36818  2.81684  0.26390  -0.2992
C  -0.43752  2.30602  -0.70846  1.2108
C  -0.91074  3.41901  -1.44794  -1.5612
C  -0.35913  4.51722  -0.87097  -0.5868
O  0.41843  4.16682  0.17230  -0.4467
C  -0.48753  0.59334  2.31560  0.3509
O  -0.82356  -0.55594  2.57176  -0.6434
C  -1.33775  1.77519  2.74272  -0.3695
C  -2.82063  1.38535  2.74721  -1.1584
C  -3.29420  1.30374  1.30495  0.4823
O  -3.79961  2.24438  0.73345  -0.6476
N  -3.07002  0.09117  0.72719  0.1624
C  -3.30952  -0.20745  -0.59455  0.2475
C  -3.65155  0.67496  -1.65510  -0.0337
C  -3.75508  -0.14883  -2.73564  0.0966
C  -4.07100  0.11281  -4.16125  -1.3556
O  -3.50384  -1.41492  -2.35772  -0.2624
N  -3.23330  -1.44378  -1.02783  -0.4838
H  -2.76207  -3.75815  2.05661  0.3827
H  -1.24711  -4.58157  2.40380  0.4249
H  -1.30052  -2.81415  2.32643  0.1687
H  -1.82926  -4.68422  -0.03534  0.7152
H  -1.91901  -2.92440  -0.08107  -0.1906
H  1.26460  -3.46253  -1.78009  0.4015
H  -0.22707  -4.38886  -2.01004  0.4602
H  -0.29757  -2.63604  -1.81546  0.2532
H  0.37141  -5.84618  -0.01002  0.4062
H  1.86478  -4.92218  0.15562  0.4336
H  0.77260  -5.09809  1.53455  0.4973
H  1.33139  -2.83502  1.45898  0.4949
H  1.68291  -0.87952  2.25096  0.9499
H  1.64121  0.49826  -1.25692  0.5199
H  3.71015  0.85666  -2.56055  0.4846
H  7.57743  0.93755  -0.40732  0.3456
H  8.05347  0.54256  -2.07675  0.2493
H  7.51823  -0.75438  -0.98074  0.3386
H  6.03155  -0.36503  0.81329  0.4476
H  3.99486  -0.70264  2.09394  0.4232
H  1.12409  2.80426  2.25389  0.5466
H  2.20641  2.07918  1.06297  0.5759
H  -0.67345  1.27336  -0.86533  0.8899
H  -1.57219  3.39453  -2.28873  0.5213
H  -0.43612  5.56335  -1.08996  0.5207
H  -1.02728  2.05510  3.75381  0.3215
H  -1.19835  2.62955  2.08398  0.3039
H  -2.94822  0.43076  3.25778  0.3748
H  -3.40069  2.15730  3.25285  0.4958
H  -2.61021  -0.63875  1.25871  0.1497
H  -3.79129  1.73105  -1.58848  0.5714
H  -4.38387  1.14505  -4.28378  0.3284
H  -4.86522  -0.55157  -4.49631  0.3620
H  -3.19380  -0.07267  -4.77987  0.3140

No. 4
Below is a cluster of 5 separate species, H9O5 in total, with properties calculated with ωB97M-V/def2-TZVPD.

<S²>	0.753
molar mass	89.07	g mol⁻¹
E_tot	-10380.620	eV
HOMO level (spin up / spin down)	-11.41 / -11.41	eV
maximum force	0.0148	Eh/bohr
orbital gap (spin up / spin down)	0.410 / 0.256	hartree
spin multiplicity	2
energy relative to the best compared isomer or geometry (same formula, charge and spin)	3.3	kcal/mol

Each line ends with the Mulliken charge.
Positions of all 14 atoms, in Å:
O  0.16132  -0.51285  -0.40472  -0.5589
H  0.52941  -1.04863  0.32948  0.3557
O  1.45134  1.35684  3.56884  -0.6312
H  0.91822  0.57428  3.39224  0.2835
H  1.45047  1.77854  2.69688  0.3629
O  0.47262  1.88640  0.69445  -0.6273
H  1.20719  2.23148  0.16585  0.3225
H  0.20490  1.02017  0.34247  0.3950
O  -0.01153  -3.08550  -2.07314  -0.5881
H  0.60672  -2.36305  -1.89668  0.3274
H  -0.69137  -2.90425  -1.41362  0.2981
O  -2.11634  0.28962  -1.90775  -0.6213
H  -2.28175  1.22230  -1.75331  0.3245
H  -1.40669  0.03101  -1.31071  0.3572

Look up the molar mass of the second one.
153.14 g mol⁻¹

Look up the maximum force of the third one.
0.0240 Eh/bohr

E_tot of number 4 (H9O5)?
-10380.620 eV

Among the records above, which one has the highest E_tot?
H9O5